# 1
ORCA calculation (ωB97M-V with the def2-TZVPD basis set) on a molecular structure, C59H77N8O5P2Pb at a distorted geometry.

Each line ends with the Löwdin charge.
Cartesian coordinates (Å):
Pb -0.695 0.637 2.035  1.55
C -1.214 3.195 2.584  -0.20
C 0.151 3.568 2.857  -0.19
C 0.800 3.703 1.618  -0.16
C -0.188 3.467 0.605  -0.09
C -1.437 3.252 1.172  -0.34
C -2.740 3.379 0.402  -0.55
C -2.802 4.793 -0.200  -0.05
C -2.806 2.359 -0.743  -0.05
C -3.941 3.212 1.326  -0.06
C 2.172 4.226 1.172  -0.52
C 2.050 5.732 0.866  -0.05
C 2.570 3.531 -0.136  -0.08
C 3.339 4.017 2.137  -0.06
C 0.588 3.925 4.289  -0.50
C -0.532 3.594 5.288  -0.08
C 1.874 3.219 4.804  -0.06
C 0.793 5.450 4.366  -0.05
H -1.994 3.302 3.325  0.09
H -0.004 3.535 -0.460  0.10
H -1.968 4.963 -0.883  0.07
H -2.750 5.548 0.589  0.09
H -3.738 4.930 -0.753  0.08
H -1.970 2.513 -1.432  0.08
H -3.737 2.472 -1.310  0.09
H -2.750 1.339 -0.362  0.05
H -3.937 3.972 2.112  0.09
H -3.933 2.232 1.796  0.04
H -4.872 3.311 0.760  0.09
H 1.202 5.909 0.201  0.08
H 2.960 6.095 0.375  0.08
H 1.892 6.320 1.770  0.06
H 2.031 3.936 -0.991  0.07
H 2.354 2.461 -0.084  0.08
H 3.637 3.670 -0.335  0.08
H 3.200 4.530 3.084  0.05
H 4.251 4.411 1.678  0.08
H 3.494 2.956 2.341  0.08
H -0.781 2.531 5.265  0.08
H -1.435 4.175 5.090  0.08
H -0.192 3.842 6.297  0.08
H 1.658 2.614 5.684  0.07
H 2.638 3.947 5.089  0.08
H 2.299 2.561 4.055  0.05
H -0.100 5.973 4.014  0.09
H 1.633 5.775 3.757  0.05
H 0.989 5.751 5.400  0.08
N 2.025 -2.212 0.788  0.07
N 3.189 -2.004 1.567  0.02
C 3.291 -1.241 2.652  -0.40
N 4.478 -1.265 3.303  0.19
N 2.233 -0.480 2.927  0.12
N 2.040 -0.041 4.190  -0.42
O 1.006 0.573 4.349  -0.07
O 2.791 -0.307 5.144  0.01
H 1.434 -1.393 0.911  0.03
H 1.520 -2.958 1.277  0.07
H 3.936 -2.644 1.362  0.13
H 5.100 -2.033 3.116  0.10
H 4.410 -0.935 4.256  0.08
C 2.197 -2.428 -3.346  -0.30
N 0.895 -2.612 -3.966  -0.17
C -0.155 -3.174 -3.138  -0.31
P -1.258 -1.910 -2.256  1.10
C -2.375 -1.528 -3.669  -0.37
C -1.823 -0.737 -4.681  -0.12
C -2.569 -0.364 -5.787  -0.08
C -3.894 -0.765 -5.896  -0.10
C -4.464 -1.525 -4.885  -0.09
C -3.712 -1.901 -3.778  -0.09
C -2.190 -3.155 -1.281  -0.36
C -2.159 -3.022 0.107  -0.15
C -2.710 -3.998 0.929  -0.17
C -3.284 -5.128 0.371  -0.07
C -3.332 -5.271 -1.011  -0.09
C -2.794 -4.291 -1.829  -0.13
C 0.758 -2.521 -5.353  -0.23
C 1.598 -1.682 -6.099  -0.03
C 1.481 -1.591 -7.477  -0.09
C 0.525 -2.324 -8.165  -0.12
C -0.317 -3.151 -7.436  -0.10
C -0.210 -3.251 -6.058  -0.04
P 2.303 -0.990 -2.131  1.08
C 4.034 -1.218 -1.557  -0.40
C 4.613 -2.469 -1.345  -0.12
C 5.865 -2.587 -0.751  -0.11
C 6.555 -1.455 -0.339  -0.10
C 5.978 -0.204 -0.517  -0.08
C 4.734 -0.091 -1.117  -0.11
C 2.500 0.291 -3.440  -0.40
C 3.648 0.502 -4.204  -0.11
C 3.633 1.392 -5.268  -0.09
C 2.463 2.069 -5.597  -0.09
C 1.318 1.873 -4.839  -0.08
C 1.344 1.000 -3.760  -0.12
H 2.947 -2.278 -4.120  0.09
H 2.455 -3.341 -2.801  0.07
H 0.279 -3.803 -2.355  0.10
H -0.806 -3.811 -3.731  0.06
H -0.792 -0.410 -4.603  0.07
H -2.117 0.247 -6.559  0.10
H -4.484 -0.471 -6.756  0.09
H -5.504 -1.819 -4.948  0.10
H -4.186 -2.466 -2.986  0.09
H -1.709 -2.142 0.557  0.10
H -2.677 -3.871 1.999  0.10
H -3.686 -5.905 1.010  0.10
H -3.786 -6.150 -1.454  0.10
H -2.853 -4.417 -2.904  0.09
H 2.331 -1.065 -5.600  0.07
H 2.145 -0.923 -8.013  0.10
H 0.430 -2.245 -9.240  0.09
H -1.069 -3.743 -7.943  0.10
H -0.895 -3.908 -5.542  0.10
H 4.086 -3.374 -1.619  0.09
H 6.299 -3.569 -0.609  0.10
H 7.532 -1.548 0.121  0.10
H 6.493 0.687 -0.181  0.10
H 4.290 0.892 -1.232  0.10
H 4.559 -0.038 -3.970  0.11
H 4.532 1.551 -5.850  0.10
H 2.448 2.749 -6.439  0.10
H 0.407 2.406 -5.082  0.11
H 0.458 0.867 -3.146  0.09
C -2.533 -1.908 6.096  -0.03
N -1.382 -2.528 5.461  -0.06
C -0.905 -3.717 5.925  -0.09
C 0.127 -4.337 5.340  -0.01
C 0.721 -3.734 4.148  -0.53
O 1.656 -4.304 3.569  -0.04
N 0.204 -2.552 3.694  0.18
C -0.802 -1.944 4.318  -0.51
O -1.288 -0.841 3.975  -0.18
H -2.501 -2.107 7.167  0.08
H -3.470 -2.290 5.685  0.09
H -2.494 -0.838 5.923  0.08
H -1.410 -4.114 6.797  0.12
H 0.520 -5.269 5.717  0.10
C -3.755 -2.322 1.638  -0.08
C -3.754 -0.789 1.571  -0.68
C -4.215 -0.264 2.940  -0.04
C -4.778 -0.349 0.514  -0.03
O -2.476 -0.360 1.193  -0.46
H -4.749 -2.714 1.876  0.13
H -3.048 -2.655 2.403  0.09
H -3.434 -2.737 0.678  0.01
H -5.262 -0.527 3.120  0.08
H -4.121 0.823 2.998  0.06
H -3.597 -0.684 3.726  0.04
H -5.753 -0.813 0.695  0.08
H -4.429 -0.645 -0.479  0.08
H -4.905 0.733 0.521  0.06

As for the molar mass: 1247.46 g/mol. The HOMO energy comes out at -4.59 eV. The calculation puts the total energy at -108411.87873 eV. As for the charge: -1. The value obtained for the LUMO energy is 2.24 eV. For the largest force on an atom, the calculation gives 0.127 Eh/bohr.


# 2
ORCA calculation (ωB97M-V with the def2-TZVPD basis set) on a molecular structure, C5BF20HfO15S5 at a distorted geometry.

Each line ends with the Löwdin charge.
Cartesian coordinates (Å):
Hf 0.088 0.394 0.129  2.03
C -4.304 0.973 -0.483  -0.65
F -4.105 -0.141 0.194  0.14
F -5.438 0.783 -1.170  0.12
F -4.445 1.968 0.402  0.12
S -2.896 1.380 -1.638  0.54
O -3.176 2.721 -2.099  -0.31
O -1.699 1.320 -0.762  -0.43
O -2.889 0.411 -2.688  -0.26
C -2.799 -2.793 1.913  -0.66
F -3.972 -2.154 1.999  0.11
F -1.940 -2.388 2.826  0.15
F -3.073 -4.096 2.142  0.09
S -2.086 -2.678 0.178  0.52
O -1.512 -1.315 0.028  -0.42
O -1.047 -3.664 0.189  -0.28
O -3.214 -2.934 -0.677  -0.29
C 1.292 -1.066 -4.272  -0.64
F 2.024 -0.017 -3.912  0.12
F 0.494 -0.648 -5.269  0.10
F 2.111 -2.018 -4.721  0.12
S 0.231 -1.751 -2.865  0.52
O 0.880 -2.909 -2.335  -0.26
O 0.184 -0.642 -1.880  -0.44
O -1.031 -2.053 -3.488  -0.29
C 4.766 -0.174 0.288  -0.65
F 5.206 1.093 0.127  0.08
F 5.837 -0.964 0.152  0.11
F 4.219 -0.224 1.497  0.13
S 3.527 -0.598 -1.057  0.50
O 2.311 0.178 -0.761  -0.42
O 4.235 -0.177 -2.245  -0.31
O 3.410 -2.014 -0.907  -0.27
C 1.553 3.555 2.869  -0.65
F 0.295 3.952 2.890  0.16
F 2.309 4.665 2.747  0.10
F 1.871 2.921 3.981  0.16
S 1.973 2.499 1.366  0.59
O 3.271 2.893 0.938  -0.24
O 1.739 1.084 1.675  -0.38
O 0.883 2.636 0.364  -0.38
B -1.246 0.729 2.793  -1.27
F -1.322 1.571 1.656  0.07
F -0.389 -0.262 2.276  0.05
F -0.597 1.335 3.860  0.15
F -2.467 0.185 3.130  0.17
F 0.936 -1.563 0.621  -0.42

As for the molar mass: 1029.64 g/mol. The HOMO energy comes out at -1.78 eV. The calculation puts the total energy at -146420.23201 eV. As for the charge: -3. The value obtained for the LUMO energy is 6.10 eV. For the largest force on an atom, the calculation gives 0.123 Eh/bohr.